[1]
A molecular structure, C28H21Br2N3O4S5Ta, computed with ωB97M-V/def2-TZVPD.

Values from the calculation:
Molar mass ... 964.584 g mol⁻¹
Net charge ... -1
Gap between HOMO and LUMO ... 6.84 eV
E ... -237855.792 eV
Energy above the lowest of the compared OMol25 structures with the same formula, charge and spin ... 5.60 kcal per mole

Each line ends with the Mulliken charge.
Positions of all 64 atoms, in Å:
Ta1 -0.107 -0.088 0.448  1.227
S1 -2.096 1.378 1.199  -0.301
S2 -1.323 3.089 2.052  -0.157
S3 -0.066 2.242 3.413  -0.090
S4 1.223 1.318 2.086  -0.184
C1 -5.106 -3.090 -1.121  -0.521
C2 -5.229 -1.914 -0.394  -0.729
C3 -4.196 -0.989 -0.385  -0.275
C4 -3.044 -1.250 -1.111  -0.099
C5 -2.918 -2.402 -1.865  -0.007
C6 -3.955 -3.324 -1.860  -0.995
N1 -1.985 -0.261 -1.100  1.855
N2 -2.085 0.517 -2.063  -1.351
C7 -1.134 1.539 -2.051  0.329
C8 -1.231 2.495 -3.063  -0.392
C9 -0.366 3.567 -3.049  -0.578
C10 0.573 3.660 -2.021  -0.743
C11 0.662 2.692 -1.035  -0.646
C12 -0.195 1.584 -1.019  0.585
H1 -5.907 -3.818 -1.119  0.386
H2 -6.134 -1.713 0.167  0.421
H3 -4.271 -0.064 0.170  0.583
H4 -2.024 -2.574 -2.448  0.425
H5 -3.857 -4.234 -2.439  0.407
H6 -1.989 2.374 -3.826  0.480
H7 -0.414 4.326 -3.820  0.374
H8 1.253 4.503 -1.995  0.422
H9 1.414 2.788 -0.264  0.397
Br1 4.093 0.996 -2.251  -0.204
C13 3.977 -0.414 -1.002  -0.414
C14 5.038 -1.321 -0.873  -0.386
C15 4.954 -2.356 0.012  0.056
Br2 6.418 -3.560 0.153  -0.270
C16 3.801 -2.544 0.812  0.600
C17 3.606 -3.594 1.736  -0.959
C18 2.441 -3.644 2.438  -1.316
C19 1.448 -2.668 2.228  -0.074
N3 1.578 -1.696 1.357  0.427
C20 2.748 -1.622 0.664  0.505
C21 2.827 -0.533 -0.246  -0.508
O1 1.827 0.287 -0.321  0.317
H10 5.920 -1.193 -1.484  0.431
H11 4.381 -4.335 1.875  0.333
H12 2.250 -4.425 3.161  0.475
H13 0.541 -2.716 2.803  0.324
C22 0.726 -3.767 -3.024  -0.703
C23 0.273 -4.103 -1.755  -0.574
C24 0.025 -3.110 -0.815  -0.375
C25 0.245 -1.756 -1.090  1.153
C26 0.721 -1.448 -2.370  -0.271
C27 0.946 -2.430 -3.328  -0.719
H14 0.914 -4.536 -3.763  0.370
H15 0.100 -5.142 -1.497  0.436
H16 -0.365 -3.407 0.151  0.138
H17 0.933 -0.416 -2.630  0.238
H18 1.306 -2.148 -4.311  0.419
C28 -3.393 -1.341 2.916  -0.876
S5 -1.732 -1.830 2.603  1.346
O2 -0.814 -0.956 3.294  -0.593
O3 -1.656 -3.236 2.925  -0.661
O4 -1.529 -1.617 1.112  -1.350
H19 -3.579 -1.530 3.971  0.470
H20 -4.038 -1.952 2.290  0.216
H21 -3.489 -0.283 2.681  0.180

=====

[2]
A molecular structure, C28H21BrCaGeN2O at a distorted geometry, computed with ωB97M-V/def2-TZVPD.

Values from the calculation:
Molar mass ... 594.081 g mol⁻¹
Net charge ... +2
Gap between HOMO and LUMO ... 3.82 eV
E ... -179388.080 eV
Energy above the lowest of the compared OMol25 structures with the same formula, charge and spin ... 0.00 kcal per mole

Each line ends with the Mulliken charge.
Positions of all 55 atoms, in Å:
Ca1 -0.074 -0.686 0.308  1.972
Br1 5.793 4.172 -0.143  -0.153
C1 4.573 2.744 -0.028  -0.440
C2 5.044 1.429 0.014  -0.294
C3 4.169 0.370 0.104  -0.938
C4 2.784 0.579 0.181  0.519
O1 1.972 -0.444 0.317  -0.869
C5 2.299 1.914 0.105  0.158
C6 0.917 2.313 0.076  0.536
N1 -0.143 1.577 0.203  -0.469
C7 -1.451 2.153 0.132  0.891
C8 -1.694 3.504 0.175  -0.683
C9 -2.997 4.032 0.132  -1.107
C10 -4.072 3.200 0.060  -0.896
C11 -3.874 1.802 0.010  1.190
C12 -4.969 0.917 -0.085  -0.560
C13 -4.753 -0.427 -0.192  -0.918
C14 -3.429 -0.879 -0.187  0.012
N2 -2.373 -0.100 -0.066  -0.636
C15 -2.567 1.260 0.037  0.139
C16 3.222 2.977 0.002  -0.628
H1 6.109 1.244 -0.030  0.434
H2 4.537 -0.646 0.130  0.433
H3 0.793 3.382 -0.092  0.227
H4 -0.877 4.205 0.266  0.334
H5 -3.131 5.104 0.163  0.408
H6 -5.081 3.590 0.038  0.426
H7 -5.974 1.320 -0.083  0.466
H8 -5.566 -1.132 -0.282  0.435
H9 -3.237 -1.943 -0.295  0.515
H10 2.852 3.993 -0.056  0.458
Ge1 0.135 -3.905 0.057  0.324
C17 -1.580 -4.000 0.813  0.669
C18 -2.534 -4.713 0.063  -0.459
C19 -3.787 -4.953 0.598  -0.693
C20 -4.108 -4.447 1.852  -0.428
C21 -3.183 -3.712 2.591  -0.889
C22 -1.924 -3.484 2.076  0.172
C23 1.755 -3.699 0.946  1.002
C24 2.850 -4.272 0.271  -0.416
C25 4.051 -4.438 0.937  -0.776
C26 4.178 -3.985 2.243  -0.386
C27 3.116 -3.363 2.902  -0.906
C28 1.910 -3.213 2.258  0.163
H11 0.233 -4.449 -1.360  -0.027
H12 -2.292 -5.094 -0.923  0.362
H13 -4.514 -5.527 0.041  0.441
H14 -5.094 -4.626 2.262  0.449
H15 -3.449 -3.336 3.570  0.464
H16 -1.202 -2.937 2.673  0.184
H17 2.762 -4.597 -0.759  0.351
H18 4.889 -4.902 0.436  0.438
H19 5.121 -4.109 2.760  0.436
H20 3.243 -3.007 3.914  0.451
H21 1.091 -2.734 2.783  0.113

=====

[3]
A molecular structure, C28H21ClI2N5O3Sn, computed with ωB97M-V/def2-TZVPD.

Values from the calculation:
Molar mass ... 883.480 g mol⁻¹
Net charge ... +1
Gap between HOMO and LUMO ... 7.45 eV
E ... -77521.950 eV
Energy above the lowest of the compared OMol25 structures with the same formula, charge and spin ... 0.69 kcal per mole

Each line ends with the Mulliken charge.
Positions of all 61 atoms, in Å:
Sn1 0.220 -0.662 0.529  1.311
O1 -0.165 -2.297 -0.687  -0.678
C1 -1.297 -2.378 -1.392  0.208
C2 -1.253 -2.710 -2.749  -0.296
C3 -2.421 -2.849 -3.469  -0.590
C4 -3.669 -2.671 -2.868  -0.777
C5 -3.727 -2.356 -1.531  -0.934
C6 -2.553 -2.198 -0.778  0.547
C7 -2.673 -1.859 0.616  -0.093
N1 -1.713 -1.514 1.394  0.157
C8 -2.066 -1.097 2.755  -0.888
C9 -0.784 -0.810 3.517  -1.033
N2 0.053 0.004 2.654  0.454
C10 0.319 1.227 2.950  -0.306
C11 1.084 2.122 2.110  0.497
C12 1.048 3.497 2.389  -0.737
C13 1.737 4.396 1.609  -0.771
C14 2.506 3.918 0.543  -0.582
C15 2.577 2.568 0.262  -0.413
C16 1.865 1.646 1.032  0.574
O2 1.960 0.344 0.764  -0.778
H1 -0.287 -2.861 -3.213  0.483
H2 -2.368 -3.104 -4.520  0.431
H3 -4.575 -2.786 -3.445  0.428
H4 -4.685 -2.221 -1.043  0.422
H5 -3.688 -1.878 1.022  0.407
H6 -2.649 -1.873 3.253  0.579
H7 -2.661 -0.182 2.702  0.391
H8 -0.255 -1.741 3.734  0.269
H9 -1.004 -0.308 4.461  0.457
H10 -0.067 1.637 3.887  0.336
H11 0.450 3.842 3.224  0.430
H12 1.694 5.455 1.819  0.447
H13 3.058 4.616 -0.073  0.449
H14 3.180 2.192 -0.556  0.510
Cl1 0.039 4.587 -4.165  -0.253
C17 -0.261 3.518 -2.838  0.560
C18 -1.062 3.917 -1.808  -0.478
C19 -1.329 3.060 -0.718  0.009
I1 -2.531 3.709 0.843  0.020
C20 -0.792 1.799 -0.665  -0.421
O3 -1.023 0.943 0.315  -0.243
C21 0.067 1.399 -1.727  0.884
N3 0.614 0.167 -1.599  0.585
C22 1.405 -0.296 -2.540  -0.469
C23 1.705 0.451 -3.688  -1.183
C24 1.181 1.708 -3.829  -0.903
C25 0.337 2.231 -2.828  -0.261
H15 -1.501 4.904 -1.829  0.447
H16 1.825 -1.282 -2.383  0.679
H17 2.357 0.030 -4.440  0.460
H18 1.408 2.310 -4.698  0.474
I2 4.436 -4.007 3.865  0.163
C26 2.931 -3.483 2.565  -1.018
C27 2.131 -4.331 1.819  -0.159
N4 1.290 -3.564 1.117  -0.042
N5 1.509 -2.264 1.360  0.436
C28 2.501 -2.195 2.241  -0.390
H19 2.116 -5.405 1.746  0.481
H20 0.606 -3.781 0.401  0.068
H21 2.851 -1.235 2.580  0.641

=====

[4]
A molecular structure, C28H21F3NO2PdSb, computed with ωB97M-V/def2-TZVPD.

Values from the calculation:
Molar mass ... 688.655 g mol⁻¹
Net charge ... -2
Gap between HOMO and LUMO ... 5.82 eV
E ... -53130.189 eV
Energy above the lowest of the compared OMol25 structures with the same formula, charge and spin ... 0.00 kcal per mole

Each line ends with the Mulliken charge.
Positions of all 57 atoms, in Å:
Pd1 0.439 -0.226 -1.299  -0.016
N1 -0.061 -0.280 1.718  -0.130
C1 -0.754 -1.467 2.236  -0.538
C2 -1.527 -2.306 1.170  0.592
O1 -2.034 -3.358 1.611  -0.813
O2 -1.604 -1.829 0.016  -0.625
H1 -0.398 0.555 2.182  0.210
H2 -0.321 -0.167 0.722  0.027
H3 -1.490 -1.214 3.006  0.309
H4 -0.036 -2.144 2.711  0.167
F1 7.923 -1.988 2.693  -0.362
C3 6.801 -1.578 2.030  0.558
C4 5.834 -2.504 1.712  -0.771
C5 4.693 -2.072 1.038  0.231
C6 4.509 -0.737 0.691  -0.706
C7 5.519 0.160 1.044  -0.200
C8 6.674 -0.244 1.700  -0.734
Sb1 2.676 0.236 -0.150  0.847
C9 3.819 0.707 -1.956  -0.644
C10 4.906 -0.047 -2.394  0.460
C11 5.587 0.270 -3.565  -0.844
C12 5.159 1.357 -4.297  0.592
F2 5.826 1.681 -5.444  -0.367
C13 4.076 2.121 -3.916  -0.775
C14 3.410 1.782 -2.744  -0.244
C15 1.956 -1.714 -1.004  -0.461
C16 1.696 -2.851 -0.223  -0.697
C17 1.443 -4.080 -0.800  -0.903
C18 1.404 -4.161 -2.182  0.428
F3 1.153 -5.375 -2.756  -0.382
C19 1.603 -3.076 -2.997  -0.990
C20 1.897 -1.841 -2.405  0.486
H5 5.974 -3.543 1.985  0.415
H6 3.949 -2.808 0.757  0.354
H7 5.398 1.210 0.787  0.258
H8 7.459 0.455 1.962  0.392
H9 5.227 -0.904 -1.813  0.388
H10 6.432 -0.314 -3.910  0.407
H11 3.764 2.954 -4.533  0.425
H12 2.527 2.345 -2.454  0.276
H13 1.631 -2.763 0.855  0.764
H14 1.211 -4.949 -0.198  0.424
H15 1.527 -3.184 -4.072  0.401
H16 2.180 -1.016 -3.046  0.518
C21 -0.558 1.472 -1.882  0.598
C22 -1.163 2.533 -2.014  -1.143
C23 -1.911 3.721 -2.236  0.014
C24 -2.183 4.623 -1.193  -0.496
C25 -2.923 5.773 -1.411  -0.370
C26 -3.418 6.069 -2.676  -0.391
C27 -3.154 5.192 -3.723  -0.389
C28 -2.414 4.042 -3.510  -0.376
H17 -1.801 4.394 -0.207  0.408
H18 -3.122 6.451 -0.588  0.332
H19 -4.003 6.966 -2.843  0.344
H20 -3.533 5.413 -4.715  0.334
H21 -2.209 3.358 -4.324  0.411

=====

What is the E in the first record? -237855.792 eV

=====

What is the formula in the third record? C28H21ClI2N5O3Sn

=====

Among the records above, which one has the lowest net charge? C28H21F3NO2PdSb